Record 1
Density functional theory data (ωB97M-V with the def2-TZVPD basis set) for an isolated molecule of C4H12N2O.

Results
- SMILES = NCNCCCO
- HOMO-LUMO gap (eV) = 9.6
- 2S+1 = 1
- E_LUMO (eV) = 0.91
- energy relative to the best compared isomer or geometry (same formula, charge and spin) (kcal per mole) = 71.32

Atoms and positions in Å:
C: 0.4349 0.8446 0.0702
C: -0.9011 1.5016 0.3460
C: -1.8577 0.5215 1.0464
O: -1.1801 0.1212 2.2853
N: 0.4656 -0.5095 -0.3468
C: 1.7089 -0.9954 -1.0023
N: 1.4983 -1.9980 -2.0123
H: 0.8529 1.5685 -0.6203
H: 0.9304 0.8689 0.9976
H: -1.4942 1.7308 -0.6058
H: -0.8247 2.5757 0.8205
H: -2.0734 -0.3337 0.3413
H: -2.6835 1.2228 1.2936
H: -1.9094 0.0141 2.8647
H: 0.3578 -1.1501 0.5051
H: 2.3823 -0.3087 -1.2368
H: 2.2732 -1.5600 -0.0488
H: 0.5997 -2.4996 -1.7242
H: 1.4201 -1.6148 -2.9736

---

Record 2
Density functional theory data (ωB97M-V with the def2-TZVPD basis set) for a structure of composition C39H37N3O2Sn.

Results
- HOMO-LUMO gap (spin up / spin down) (eV) = 5.4 / 4.9
- 2S+1 = 1
- E_LUMO (spin up / spin down) (eV) = -8.06 / -8.72
- net charge = +2

Atoms and positions in Å:
Sn: 0.6584 0.0279 0.3560
O: 1.4669 -0.2981 -1.6126
C: 1.2488 -1.2401 -2.5478
C: -0.0262 -2.0401 -2.2135
C: -1.2491 -1.1694 -2.1725
C: -2.2085 -1.2974 -3.1683
C: -3.3615 -0.5371 -3.1064
C: -3.5045 0.3631 -2.0701
C: -2.4997 0.4612 -1.1161
C: -2.6289 1.4703 -0.0106
C: -1.5080 2.5178 -0.1835
O: -0.3536 2.0293 0.3099
C: -1.4661 3.0774 -1.5996
C: -0.3172 2.9745 -2.3722
C: -0.2797 3.5323 -3.6428
C: -1.3887 4.1915 -4.1485
C: -2.5490 4.2732 -3.3888
C: -2.5828 3.7300 -2.1162
C: -1.6374 3.7131 0.8239
C: -2.6028 3.7365 1.8292
C: -2.7276 4.8805 2.5960
C: -1.8354 5.9413 2.4392
C: -0.8216 5.8744 1.4893
C: -0.7040 4.7510 0.6948
N: -1.4008 -0.3072 -1.1520
C: 2.4879 -2.1518 -2.7837
C: 2.4003 -3.4268 -3.3663
C: 3.5240 -4.2253 -3.4479
C: 4.7562 -3.7488 -3.0064
C: 4.8546 -2.4715 -2.4559
C: 3.7379 -1.6665 -2.3711
C: 1.3377 -0.6924 -3.9782
C: 2.0130 0.5243 -4.1848
C: 2.0514 1.0833 -5.4414
C: 1.4458 0.4327 -6.5185
C: 0.7995 -0.7893 -6.3270
C: 0.7761 -1.3700 -5.0791
H: 0.1446 -2.4452 -1.2161
H: -0.1939 -2.8628 -2.9020
H: -2.0639 -2.0068 -3.9713
H: -4.1408 -0.6534 -3.8479
H: -4.3899 0.9774 -1.9876
H: -2.4747 0.9723 0.9491
H: -3.6146 1.9268 -0.0398
H: 0.5418 2.4506 -1.9700
H: 0.6237 3.4604 -4.2337
H: -1.3440 4.6650 -5.1202
H: -3.4208 4.7781 -3.7832
H: -3.4762 3.8367 -1.5100
H: -3.2833 2.9139 1.9939
H: -3.5239 4.9357 3.3262
H: -1.9142 6.8083 3.0816
H: -0.1115 6.6825 1.3819
H: 0.0874 4.6855 -0.0389
H: 1.4659 -3.8192 -3.7403
H: 3.4422 -5.2136 -3.8804
H: 5.6412 -4.3619 -3.1134
H: 5.8058 -2.1009 -2.0984
H: 3.8081 -0.6752 -1.9469
H: 2.4672 1.0261 -3.3421
H: 2.5679 2.0212 -5.5967
H: 1.4966 0.8628 -7.5100
H: 0.3365 -1.2983 -7.1616
H: 0.3064 -2.3360 -4.9680
N: -0.0932 -2.2875 0.9764
C: -0.1103 -3.4498 0.9249
N: -0.1207 -4.7418 0.8475
C: -1.0186 -5.5980 1.6323
C: -0.2053 -6.5649 2.5202
C: 1.2856 -6.5078 2.1801
C: 1.4934 -6.6084 0.6686
C: 0.8268 -5.4206 -0.0534
H: -1.6405 -6.1522 0.9263
H: -1.6698 -4.9611 2.2259
H: -0.5725 -7.5794 2.3654
H: -0.3504 -6.3240 3.5725
H: 1.8029 -7.3283 2.6750
H: 1.7227 -5.5782 2.5527
H: 1.0697 -7.5488 0.3130
H: 2.5573 -6.6187 0.4345
H: 0.2800 -5.7592 -0.9381
H: 1.5710 -4.6902 -0.3720

---

Record 3
Density functional theory data (ωB97M-V with the def2-TZVPD basis set) for a structure of composition C19H24AuN4O7S.

Results
- HOMO-LUMO gap (spin up / spin down) (eV) = 8.4 / 3.6
- 2S+1 = 3
- E_LUMO (spin up / spin down) (eV) = -2.88 / -7.66
- net charge = +1

Atoms and positions in Å:
Au: 0.8325 -2.6938 -0.8022
N: 1.6400 -3.5286 1.1701
C: 0.9356 -4.7014 1.6888
C: -0.5655 -4.4918 1.6982
C: -1.2092 -4.7322 0.2772
O: -1.9478 -5.6810 0.1935
O: -0.9287 -3.8834 -0.6095
H: 2.6375 -3.7181 1.0960
H: 1.4842 -2.7322 1.7952
H: 1.2483 -4.9027 2.7245
H: 1.2060 -5.5719 1.0829
H: -0.8173 -3.4661 1.9752
H: -1.0359 -5.1943 2.3859
C: -2.5758 5.1761 2.0253
C: -1.8209 3.8962 1.8807
C: -1.4806 3.4035 0.6218
C: -0.7321 2.2482 0.4977
C: -0.3280 1.5744 1.6370
C: -0.6600 2.0299 2.8993
C: -1.4113 3.1869 3.0122
S: 0.7559 0.1991 1.3830
O: 0.8600 -0.7251 2.4853
O: 0.4349 -0.4040 0.1049
N: 2.2357 0.9825 1.2019
C: 2.9964 0.6397 0.0271
C: 3.7249 -0.6886 0.2486
C: 3.8145 -1.4714 -1.1182
O: 4.8977 -1.4358 -1.6486
O: 2.7590 -2.0118 -1.5224
H: -2.8723 5.5639 1.0552
H: -1.9451 5.9172 2.5151
H: -3.4629 5.0466 2.6435
H: -1.7751 3.9332 -0.2715
H: -0.4526 1.8677 -0.4706
H: -0.3307 1.4855 3.7710
H: -1.6688 3.5539 3.9948
H: 2.7783 0.9858 2.0526
H: 3.6950 1.4439 -0.2080
H: 2.2660 0.5539 -0.7798
H: 3.1502 -1.3012 0.9417
H: 4.7357 -0.5389 0.6277
N: -3.1072 2.4313 -3.7230
C: -1.8649 2.3606 -3.2153
O: -1.1937 3.3253 -2.9293
C: -1.3433 0.9649 -2.9705
C: -2.1028 -0.0133 -2.3404
C: -1.4995 -1.2156 -2.0135
N: -0.2296 -1.4577 -2.2972
C: 0.4915 -0.5634 -2.9567
C: -0.0266 0.6702 -3.3121
H: -3.4662 3.3394 -3.9749
H: -3.6470 1.6235 -3.9842
H: -3.1261 0.1711 -2.0553
H: -2.0408 -2.0056 -1.5160
H: 1.5085 -0.8518 -3.1802
H: 0.5779 1.4094 -3.8162

---

Record 4
Density functional theory data (ωB97M-V with the def2-TZVPD basis set) for the ion C6H5F6N2 with charge +1.

Results
- SMILES = F[C@H](C(F)(F)F)C(F)(F)[n+]1cc[nH]c1
- HOMO-LUMO gap (eV) = 11.0
- 2S+1 = 1
- E_LUMO (eV) = -3.83
- energy relative to the best compared isomer or geometry (same formula, charge and spin) (kcal per mole) = 0.00
- net charge = +1

Atoms and positions in Å:
C: -1.6136 -2.0479 -0.4420
C: -1.3968 -0.8717 0.3058
C: 0.5187 -1.6687 -0.4714
C: 0.2843 1.7745 0.7469
C: 0.8054 0.2368 0.9628
C: 0.5313 2.3253 -0.6585
N: -0.3702 -2.5831 -0.8646
N: -0.0426 -0.7867 0.3465
F: -1.0337 1.7545 1.0422
F: 2.0554 0.2227 0.4580
F: 0.8300 -0.0568 2.2680
F: 1.8299 2.7135 -0.7765
F: -0.2599 3.3379 -0.8886
F: 0.3638 1.3557 -1.5448
H: -2.6345 -2.5272 -0.5231
H: -2.1021 -0.1906 0.6593
H: 1.6186 -1.9354 -0.7102
H: 0.9035 2.3451 1.5960
H: -0.2876 -3.3978 -1.5059

---

Record 5
Density functional theory data (ωB97M-V with the def2-TZVPD basis set) for a structure of composition C46H60N7O3OsSSb.

Results
- HOMO-LUMO gap (eV) = 6.7
- 2S+1 = 1
- E_LUMO (eV) = -5.47
- energy relative to the best compared isomer or geometry (same formula, charge and spin) (kcal per mole) = 25.83
- net charge = +2

Atoms and positions in Å:
Os: -1.0030 0.6912 0.6936
N: -2.4007 -1.0363 0.9185
C: -2.9272 -1.3760 -0.4256
C: -4.1027 -2.3405 -0.4385
C: -5.3854 -1.9498 0.3219
C: -6.5028 -1.5389 -0.6269
N: -6.1268 -0.3315 -1.3497
C: -6.6029 0.8898 -1.2029
N: -7.7642 1.1357 -0.5828
N: -5.8766 1.9136 -1.6626
C: -3.0275 -0.0958 -1.2538
O: -3.9458 0.0884 -2.0526
O: -2.0203 0.6873 -1.1218
H: -1.8739 -1.8438 1.2538
H: -3.1562 -0.8652 1.5747
H: -2.0853 -1.8981 -0.8899
H: -3.7287 -3.2912 -0.0519
H: -4.3471 -2.5329 -1.4872
H: -5.2136 -1.1549 1.0545
H: -5.7409 -2.8108 0.8900
H: -7.4524 -1.4175 -0.1094
H: -6.6516 -2.3341 -1.3605
H: -5.2051 -0.3787 -1.7918
H: -8.4152 0.3901 -0.4107
H: -8.1369 2.0697 -0.5668
H: -4.9655 1.7315 -2.0602
H: -6.2847 2.8216 -1.8023
C: -3.0017 3.4167 2.6518
C: -2.9856 4.1794 1.3290
C: -3.7711 3.4439 0.2361
C: -1.6052 4.5983 0.8538
C: -1.3948 5.9576 0.6754
C: -0.1825 6.4525 0.2267
C: 0.8600 5.5859 -0.0586
C: 0.7194 4.2157 0.0888
C: 1.9155 3.3459 -0.2435
C: 1.6491 2.3943 -1.4070
C: 2.4676 2.6293 0.9911
C: -0.5306 3.7229 0.5451
N: -0.7008 2.3641 0.6710
H: -4.0282 3.3375 3.0149
H: -2.4149 3.9293 3.4154
H: -2.6056 2.4148 2.5195
H: -3.5083 5.1199 1.5153
H: -3.3358 2.4683 0.0220
H: -3.7836 4.0194 -0.6908
H: -4.8037 3.3035 0.5645
H: -2.1995 6.6450 0.9028
H: -0.0477 7.5190 0.1040
H: 1.8063 5.9811 -0.4041
H: 2.6864 4.0432 -0.5790
H: 0.8819 1.6595 -1.1652
H: 2.5660 1.8557 -1.6604
H: 1.3313 2.9409 -2.2959
H: 1.6945 2.0262 1.4651
H: 2.8376 3.3433 1.7274
H: 3.2930 1.9706 0.7120
C: 6.1151 0.2945 3.1818
C: 5.3991 -0.8114 3.9392
N: 3.9738 -0.8742 3.5910
C: 3.5916 -1.7488 2.4830
C: 2.8679 -3.0123 2.9240
C: 3.1333 -0.1414 4.3491
O: 3.4970 0.5242 5.3044
C: 1.6494 -0.1127 4.0532
C: 0.7964 -0.1359 5.1519
C: -0.5637 0.0224 4.9593
C: -1.0335 0.2496 3.6825
N: -0.2203 0.2930 2.6148
C: 1.0989 0.1014 2.8060
H: 7.1704 0.3214 3.4535
H: 5.6765 1.2619 3.4271
H: 6.0447 0.1413 2.1031
H: 5.4782 -0.6500 5.0113
H: 5.8305 -1.7876 3.7131
H: 4.5217 -2.0173 1.9835
H: 3.0110 -1.2156 1.7306
H: 3.5005 -3.6125 3.5785
H: 2.5980 -3.6143 2.0545
H: 1.9494 -2.7780 3.4640
H: 1.2187 -0.2515 6.1413
H: -1.2556 0.0018 5.7887
H: -2.0825 0.4190 3.4906
H: 1.7031 0.1635 1.9169
S: 0.3991 -1.3788 0.0554
Sb: 1.5316 -2.0180 -1.8448
C: 1.5303 -0.6155 -3.3944
C: 2.5865 -0.5888 -4.3013
C: 2.5425 0.2939 -5.3708
C: 1.4467 1.1304 -5.5356
C: 0.3939 1.0940 -4.6315
C: 0.4337 0.2220 -3.5539
C: 0.5912 -3.7220 -2.6303
C: -0.7112 -3.5335 -3.0886
C: -1.4023 -4.5901 -3.6594
C: -0.7958 -5.8350 -3.7718
C: 0.5047 -6.0184 -3.3284
C: 1.2057 -4.9611 -2.7626
C: 3.5176 -2.3599 -1.2887
C: 4.3759 -1.2624 -1.3261
C: 5.6937 -1.4073 -0.9188
C: 6.1512 -2.6413 -0.4748
C: 5.2913 -3.7298 -0.4250
C: 3.9699 -3.5924 -0.8268
H: 3.4411 -1.2455 -4.1851
H: 3.3615 0.3239 -6.0766
H: 1.4148 1.8149 -6.3728
H: -0.4555 1.7526 -4.7564
H: -0.3664 0.2326 -2.8288
H: -1.1825 -2.5576 -3.0328
H: -2.4074 -4.4401 -4.0314
H: -1.3339 -6.6593 -4.2198
H: 0.9824 -6.9834 -3.4302
H: 2.2289 -5.1180 -2.4491
H: 4.0266 -0.2970 -1.6758
H: 6.3637 -0.5585 -0.9528
H: 7.1818 -2.7544 -0.1654
H: 5.6475 -4.6891 -0.0734
H: 3.3057 -4.4441 -0.7543

---

Record 6
Density functional theory data (ωB97M-V with the def2-TZVPD basis set) for a structure of composition C18H27AuCl5NO4SSi.

Results
- HOMO-LUMO gap (spin up / spin down) (eV) = 6.2 / 2.7
- 2S+1 = 3
- E_LUMO (spin up / spin down) (eV) = -8.38 / -11.85
- energy relative to the best compared isomer or geometry (same formula, charge and spin) (kcal per mole) = 8.06
- net charge = +2

Atoms and positions in Å:
Au: -2.1683 0.5425 -1.0207
C: 1.0429 2.5496 0.5753
C: 1.5795 1.1062 0.5221
C: 2.5827 0.8403 1.6319
C: 2.0973 0.6320 -0.8116
O: 0.3899 0.2643 0.8931
Si: -0.4265 -1.0743 0.5398
S: -2.5757 -1.0466 0.6149
O: -0.0396 -1.5524 -0.9541
C: 0.0791 -2.8123 -1.6445
C: -1.2483 -3.2686 -2.1313
C: 0.7505 -3.8762 -0.6819
C: 1.0835 -2.5890 -2.7934
O: -0.0308 -2.1813 1.5938
C: -0.4140 -2.3991 3.0066
C: -0.8398 -1.0893 3.6733
C: 0.8956 -2.9398 3.6483
C: -1.5336 -3.4328 3.0203
H: 1.7380 3.3476 0.3469
H: 0.6009 2.6856 1.5717
H: 0.1773 2.5670 -0.1594
H: 3.4361 1.5069 1.4818
H: 2.8897 -0.2280 1.5953
H: 2.1483 1.0148 2.6368
H: 3.1332 0.9708 -0.9550
H: 1.5675 1.1892 -1.6432
H: 2.1106 -0.5047 -0.9850
H: -1.9455 -3.4910 -1.2966
H: -1.0470 -4.1650 -2.7012
H: -1.7165 -2.4630 -2.7675
H: 0.0105 -4.3275 0.0263
H: 1.5397 -3.3411 -0.0602
H: 1.2071 -4.6952 -1.3360
H: 0.6776 -1.8458 -3.5114
H: 1.2410 -3.4943 -3.4940
H: 1.9774 -2.1157 -2.3603
H: 0.0072 -0.4421 3.8533
H: -1.2473 -1.3728 4.6404
H: -1.7388 -0.6922 3.1099
H: 1.6969 -2.2283 3.3944
H: 1.1884 -3.9294 3.1781
H: 0.8107 -3.0301 4.7191
H: -2.5004 -2.9676 2.7397
H: -1.6902 -3.9113 3.9624
H: -1.2937 -4.2187 2.2842
Cl: -2.6818 4.1097 0.4990
C: -1.7819 4.6202 -0.8981
C: -1.6203 3.6901 -1.9685
C: -0.7089 4.0670 -3.0087
Cl: 0.2077 2.8351 -3.8752
C: -0.4918 5.4320 -3.2655
Cl: 0.0672 5.8482 -4.8105
C: -0.8023 6.3673 -2.2356
Cl: -0.4498 8.0261 -2.5506
C: -1.3608 5.9264 -0.9933
Cl: -1.3758 6.9588 0.3935
O: -2.9098 2.1754 -3.1774
N: -2.2946 2.4524 -2.0616

---

Record 7
Density functional theory data (ωB97M-V with the def2-TZVPD basis set) for a structure of composition C4H12N2P.

Results
- HOMO-LUMO gap (spin up / spin down) (eV) = 7.3 / 7.2
- 2S+1 = 1
- E_LUMO (spin up / spin down) (eV) = -4.83 / -4.82
- energy relative to the best compared isomer or geometry (same formula, charge and spin) (kcal per mole) = 90.14
- net charge = +1

Atoms and positions in Å:
C: 1.4466 1.6275 -0.0506
C: -0.7960 -0.1748 0.0296
C: -1.3105 -0.2553 1.4452
C: -1.1781 -1.1566 -0.9758
N: 1.5777 -0.9830 0.5462
N: -0.3062 0.9718 -0.4573
P: 2.4053 0.1431 -0.1388
H: 1.4222 2.5169 -0.7210
H: 1.3362 2.0938 0.9542
H: -1.0567 0.5196 2.0672
H: -0.8806 -1.1387 1.9967
H: -2.4553 -0.5016 1.4669
H: -2.0360 -1.8269 -0.6251
H: -0.2991 -1.8249 -1.2652
H: -1.5819 -0.8030 -1.9603
H: 1.9207 -1.9286 0.5528
H: -0.6922 1.7329 0.0920
H: -0.2642 0.9924 -1.4237
H: 2.7480 -0.0045 -1.5328

---

Record 8
Density functional theory data (ωB97M-V with the def2-TZVPD basis set) for a cluster of 2 separate species, C6H10N2 in total.

Results
- SMILES = C=C1[C@H](C)[C@H]1C.N#N
- HOMO-LUMO gap (eV) = 10.3
- 2S+1 = 1
- E_LUMO (eV) = 1.11
- energy relative to the best compared isomer or geometry (same formula, charge and spin) (kcal per mole) = 54.66

Atoms and positions in Å:
C: -0.3029 0.0942 -0.6670
C: -1.3476 -0.1141 -1.4601
C: 0.3836 0.8213 0.3993
C: 0.8620 -0.4980 -0.1349
C: 1.2988 1.9624 0.0797
C: 0.7720 -1.6948 0.8458
N: -2.9491 -0.8295 0.3601
N: -4.0276 -0.5120 0.3028
H: -2.1763 0.5781 -1.6528
H: -1.3449 -1.0905 -2.0244
H: -0.2114 0.9229 1.4071
H: 1.7690 -0.4715 -0.7812
H: 2.2353 1.5758 -0.1949
H: 1.5387 2.6863 0.9588
H: 0.9811 2.3935 -0.8166
H: 0.8120 -1.2149 1.8036
H: 1.7479 -2.1804 0.8410
H: -0.0406 -2.4289 0.7336

---

Number 1: DFT total energy -9368.10087 eV, molecular weight 104.2 g mol⁻¹, maximum force 7.0 eV/A. Number 2: DFT total energy -55424.09653 eV, molecular weight 698.5 g mol⁻¹, maximum force 1.4 eV/A. Number 3: DFT total energy -54904.30243 eV, molecular weight 649.5 g mol⁻¹, maximum force 4.1 eV/A. Number 4: DFT total energy -25580.78750 eV, molecular weight 219.1 g mol⁻¹, maximum force 4.9 eV/A. Number 5: DFT total energy -85078.22421 eV, molecular weight 1103.1 g mol⁻¹, maximum force 2.5 eV/A. Number 6: DFT total energy -113782.51526 eV, molecular weight 755.8 g mol⁻¹, maximum force 5.5 eV/A. Number 7: DFT total energy -16600.73498 eV, molecular weight 119.1 g mol⁻¹, maximum force 4.0 eV/A. Number 8: DFT total energy -9362.06676 eV, molecular weight 110.2 g mol⁻¹, maximum force 5.4 eV/A.